Version 1
2 unconnected molecules or ions with the total composition C4H8ClNO, computed with ωB97M-V/def2-TZVPD.

Last column: Löwdin charge in e.
Cartesian coordinates (Å):
C -1.1107 0.8522 -0.3129  -0.81
C -2.2787 1.5670 -0.9713  -0.12
C 2.1933 -0.6269 1.0373  -0.04
C 1.0871 -1.1109 0.2608  -0.28
N -0.0662 0.4964 -0.7778  0.05
O 1.2848 -1.9175 -0.7330  0.06
Cl -1.4399 0.5949 1.5857  0.35
H -1.9856 1.8512 -2.0373  0.10
H -2.7366 2.3672 -0.3711  0.07
H -2.9267 0.7097 -0.8929  0.05
H 1.8388 0.1902 1.6991  0.10
H 3.0512 -0.3842 0.4250  0.09
H 2.5773 -1.3479 1.8495  0.13
H 0.0270 -1.1575 0.5583  0.06
H 0.4850 -2.0838 -1.3194  0.17

Properties
2S+1	1
LUMO level	0.002	Eh
E_HOMO	-8.01	eV
frontier orbital gap	8.075	eV



Version 2
A molecular structure, C4H8ClNO, computed with ωB97M-V/def2-TZVPD.

Last column: Löwdin charge in e.
Cartesian coordinates (Å):
C -0.5677 0.0565 -0.6605  -0.66
C -0.1936 -1.0669 0.3715  -0.50
C 0.7446 0.5579 -1.2081  -0.25
C -0.7038 1.4444 -0.1208  -0.09
H -2.2835 -1.1353 -0.9968  0.21
H -0.6330 -1.2270 -1.9484  0.13
H -1.0467 -1.3965 0.8549  0.01
H 0.1341 -2.0077 -0.1393  0.09
H 0.5631 0.5129 -2.3449  0.15
H 1.6510 0.0366 -0.8251  0.13
H -1.6260 2.1559 -0.3416  0.17
H -0.4120 1.4609 0.9490  0.11
N -1.4149 -0.4716 -1.6404  0.06
O 0.5170 1.8081 -0.8175  -0.07
Cl 0.8085 -0.9127 1.9131  0.52

Properties
2S+1	1
LUMO level	0.021	Eh
E_HOMO	-9.70	eV
frontier orbital gap	10.276	eV



Version 3
C4H8ClNO in the gas phase, computed with ωB97M-V/def2-TZVPD.

Last column: Löwdin charge in e.
Cartesian coordinates (Å):
C -0.5954 0.0064 0.8722  -0.16
C 0.7769 0.4303 0.2159  -0.38
C -1.0570 0.4981 -1.2899  -0.70
C 1.6810 -0.7947 0.3003  -0.07
N -1.2626 -0.4792 -0.3600  -0.03
O 0.3748 0.8212 -1.0947  -0.13
Cl -2.0015 1.9990 -1.0059  0.61
H -0.2195 -0.8355 1.5441  0.12
H -1.1984 0.8139 1.4411  0.12
H 1.1119 1.3446 0.7492  0.15
H -1.2477 0.1854 -2.2791  0.10
H 2.6283 -0.7406 -0.3672  0.11
H 1.0554 -1.7510 0.1495  0.11
H 2.1450 -0.8391 1.2859  0.07
H -2.1913 -0.6589 -0.1615  0.09

Properties
2S+1	1
SMILES string	C[C@@H]1CN[C@@H](Cl)O1
LUMO level	0.033	Eh
E_HOMO	-9.90	eV
frontier orbital gap	10.802	eV



Most stable = version 3



Version 1
C3H2N2O2 in the gas phase, computed with ωB97M-V/def2-TZVPD.

Last column: Löwdin charge in e.
Cartesian coordinates (Å):
O 2.4818 -1.3680 -0.0517  0.06
C 1.4788 -1.3624 -0.7204  -0.26
C 0.1620 -1.0555 -0.1588  0.09
N -0.5144 -0.0700 -0.0591  0.10
C -1.3470 0.8870 0.1594  -0.15
N -1.3442 1.6965 1.3267  -0.06
O -0.2754 1.8229 1.8807  -0.02
H 1.4575 -1.6320 -1.7922  0.12
H -2.1208 1.1133 -0.5588  0.11

Properties
2S+1	1
LUMO level	-0.049	Eh
E_HOMO	-9.19	eV
frontier orbital gap	7.861	eV



Version 2
A molecular structure, C3H2N2O2, computed with ωB97M-V/def2-TZVPD.

Last column: Löwdin charge in e.
Cartesian coordinates (Å):
O 1.3617 -0.8927 0.1487  -0.01
C 0.8055 -2.0835 -0.0720  0.16
C 0.3789 0.0467 0.1173  -0.51
N -0.0472 0.6578 -0.9280  0.19
C -1.0586 1.3965 -0.3700  -0.17
N -1.2218 1.2491 0.9135  0.11
O -0.2325 0.3254 1.2506  0.07
H 1.6866 -2.7508 -0.1209  0.03
H -1.6933 2.0551 -0.9458  0.12

Properties
2S+1	1
LUMO level	-0.010	Eh
E_HOMO	-9.92	eV
frontier orbital gap	9.647	eV



Most stable = version 2



Version 1
C3H2N2O2 in the gas phase, computed with ωB97M-V/def2-TZVPD.

Last column: Löwdin charge in e.
Cartesian coordinates (Å):
O 0.9107 1.9634 1.5845  0.10
C 1.0045 0.8591 1.1182  -0.16
C -0.2265 0.1057 0.6084  -0.43
N 0.1367 -0.8373 -0.3988  0.04
C -0.6353 -0.7907 -1.5762  -0.17
N -1.2024 -1.6373 -0.8776  0.23
O -1.3292 0.2699 1.0518  0.14
H 1.9724 0.3454 1.0159  0.12
H -0.6310 -0.2782 -2.5261  0.13

Properties
2S+1	1
SMILES string	O=CC(=O)N1C=N1
LUMO level	-0.028	Eh
E_HOMO	-10.12	eV
frontier orbital gap	9.356	eV



Version 2
C3H2N2O2 in the gas phase, computed with ωB97M-V/def2-TZVPD.

Last column: Löwdin charge in e.
Cartesian coordinates (Å):
C -0.0535 -1.2238 -0.1288  -0.34
C 0.7124 0.0103 0.4399  0.01
C 2.9408 -1.0073 0.1984  -0.04
N -0.1983 -2.3896 -0.1151  0.19
N 2.0127 -0.0816 0.1014  -0.09
O 3.9279 -0.1615 -0.1235  0.01
O 3.0320 1.0109 -0.1730  0.03
H -0.3894 -0.5031 -0.9129  0.14
H 0.0908 0.8456 0.3677  0.09

Properties
2S+1	1
LUMO level (spin up / spin down)	-0.049 / -0.053	Eh
E_HOMO (spin up / spin down)	-9.82 / -9.05	eV
frontier orbital gap (spin up / spin down)	8.492 / 7.606	eV



Most stable = version 1



Version 1
C3H2N2O2 in the gas phase, computed with ωB97M-V/def2-TZVPD.

Last column: Löwdin charge in e.
Cartesian coordinates (Å):
O 0.0130 2.6499 -0.0302  0.11
C 0.4867 1.6790 0.4980  -0.15
C 0.0325 0.2805 0.1499  -0.32
N 0.7942 -0.6844 -0.2572  0.16
C -0.1326 -1.6608 -0.5268  -0.18
N -1.3668 -1.3292 -0.2753  0.10
O -1.2634 -0.0374 0.1756  0.04
H 1.3078 1.7108 1.2448  0.13
H 0.1286 -2.6084 -0.9788  0.12

Properties
2S+1	1
SMILES string	O=Cc1ncno1
LUMO level	-0.013	Eh
E_HOMO	-11.19	eV
frontier orbital gap	10.839	eV



Version 2
C3H2N2O2 in the gas phase, computed with ωB97M-V/def2-TZVPD.

Last column: Löwdin charge in e.
Cartesian coordinates (Å):
N 1.4567 0.5293 -0.3052  0.24
C 0.7175 -0.3194 0.2305  -0.54
O -0.6555 -0.4701 0.2198  0.05
C -1.4653 0.5002 -0.2894  -0.27
O -1.1136 1.5175 -0.8144  0.10
C 1.3558 -1.9910 0.4760  0.08
N 1.2875 -1.2159 1.3929  0.11
H 0.9229 1.2559 -0.7814  0.07
H -2.5060 0.1935 -0.1288  0.15

Properties
2S+1	1
LUMO level	-0.016	Eh
E_HOMO	-11.42	eV
frontier orbital gap	10.990	eV



Most stable = version 1